A cluster of 2 separate species, C8H9NO2 in total at a distorted geometry. Source: the OMol25 dataset; level of theory: ωB97M-V with the def2-TZVPD basis set.

Each line ends with the Mulliken charge.
Geometry (Å):
O: -1.34162 -1.68001 -1.36393  -0.557
O: -0.87581 -2.69477 0.45346  -0.584
N: -1.13008 -1.64710 -0.18851  1.074
C: 1.17618 -0.29615 0.12105  0.985
C: -1.11123 -0.40035 0.46621  0.793
C: 2.36777 -0.24358 0.06322  -1.148
C: -0.79728 1.12055 -1.51913  -1.112
C: 3.65710 0.21642 -0.02413  -0.815
C: 4.81258 0.54821 -0.20917  -0.022
C: -1.19059 -0.50986 1.96618  -1.180
C: -1.65491 0.68304 -0.34536  -0.727
H: -2.54472 0.15685 -0.69806  0.307
H: -2.14378 -1.00301 2.24310  0.348
H: -1.07214 0.54658 2.41936  0.348
H: -0.93367 0.53030 -2.46320  0.240
H: -0.16120 -0.99195 2.30231  0.330
H: -1.71560 1.54939 0.16053  0.470
H: 0.16968 1.36293 -1.08678  0.394
H: 5.78772 0.71298 -0.56381  0.454
H: -1.29840 2.03955 -1.73332  0.401

2S+1 ... 1
Charge ... 0
HOMO ... -9.16 eV
Electronic energy ... -14016.134 eV
Orbital gap ... 7.169 eV